{
  "formula": "C13H12ClNO4",
  "method": "ωB97M-V/def2-TZVPD",
  "symbols": ["C", "H", "H", "H", "O", "C", "O", "C", "C", "N", "C", "C", "C", "C", "C", "C", "C", "O", "O", "C", "H", "H", "H", "H", "C", "H", "H", "H", "H", "H", "Cl"],
  "coordinates": [[3.4096, -3.0014, 0.7336], [4.1581, -2.6848, 1.4636], [2.8447, -3.8378, 1.1500], [3.8829, -3.2881, -0.2019], [2.5352, -1.9273, 0.4241], [1.9203, -1.3582, 1.4633], [2.1203, -1.6561, 2.6125], [1.0038, -0.2827, 1.0240], [0.9819, 0.9877, 1.5626], [0.0561, 1.7430, 0.9070], [-0.2986, 3.0424, 1.0900], [-1.2683, 3.5876, 0.3146], [-1.9243, 2.8235, -0.6882], [-1.5566, 1.5167, -0.8624], [-0.5484, 0.9571, -0.0628], [0.0266, -0.3187, -0.0058], [-0.4125, -1.4503, -0.8110], [-1.1233, -1.3619, -1.7876], [0.0254, -2.6264, -0.3300], [-0.3552, -3.7744, -1.0691], [0.1333, -3.7754, -2.0462], [-1.4373, -3.7896, -1.2183], [-0.0373, -4.6338, -0.4840], [-2.0086, 0.8829, -1.6079], [-2.9871, 3.4667, -1.5183], [-3.7958, 3.8269, -0.8835], [-3.3929, 2.7626, -2.2384], [-2.5808, 4.3235, -2.0544], [-1.5482, 4.6187, 0.4602], [0.2271, 3.5791, 1.8638], [1.9500, 1.6485, 2.8004]],
  "forces_ev_per_angstrom": [[0.19, -0.20, 0.27], [-0.05, -0.07, -0.09], [0.05, 0.03, -0.02], [-0.04, 0.02, 0.03], [0.02, 0.31, -0.23], [0.13, -0.01, 0.19], [-0.02, -0.02, -0.05], [-0.25, 0.53, 0.12], [0.56, -0.78, 0.23], [-0.18, -0.37, -0.33], [-0.28, 0.73, 0.01], [0.27, -0.14, 0.22], [0.11, -0.52, -0.10], [-0.32, 0.56, -0.06], [0.20, -0.67, -0.11], [0.10, 0.40, 0.18], [-0.14, 0.01, -0.11], [0.01, -0.05, -0.02], [-0.01, 0.23, 0.25], [-0.22, -0.18, -0.30], [-0.05, -0.03, 0.06], [0.12, -0.06, 0.01], [0.00, 0.05, -0.02], [-0.04, -0.03, -0.07], [0.01, -0.01, 0.00], [-0.09, 0.04, -0.01], [-0.07, 0.00, -0.07], [-0.03, 0.07, -0.07], [0.04, 0.11, 0.09], [0.02, -0.01, 0.02], [-0.04, 0.07, -0.03]],
  "charge": 0,
  "lumo_ev": 0.42,
  "homo_lumo_gap_ha": 0.30275,
  "e_above_lowest_kcal_mol": 0.0
}

***

{
  "formula": "C13H12F2N2O7PS3",
  "method": "ωB97M-V/def2-TZVPD",
  "symbols": ["O", "P", "O", "O", "S", "O", "O", "N", "S", "O", "O", "N", "C", "S", "H", "H", "F", "C", "C", "C", "C", "C", "C", "H", "H", "H", "H", "H", "F", "C", "C", "C", "C", "C", "C", "H", "H", "H", "H", "H"],
  "coordinates": [[7.5056, 1.4112, -0.8302], [6.1846, 0.7734, -0.6994], [6.1628, -0.4408, 0.3471], [5.6161, 0.1960, -2.0796], [4.5708, 1.9959, 0.0232], [4.4595, 3.0934, -0.8971], [4.9883, 2.2584, 1.3734], [3.3579, 0.9872, 0.0117], [2.1408, 1.1259, -0.9840], [2.4795, 1.1735, -2.3719], [1.1153, 2.0008, -0.5010], [1.4436, -0.4461, -0.7703], [2.0340, -1.3857, -0.3041], [2.7492, -2.6015, 0.3723], [7.0167, -0.8894, 0.3276], [6.3465, -0.0423, -2.6627], [0.3645, -2.0288, 2.3258], [-0.9075, -2.4429, 2.2375], [-1.1655, -3.6869, 1.6951], [-2.4849, -4.1062, 1.6031], [-3.5171, -3.2883, 2.0428], [-3.2272, -2.0412, 2.5799], [-1.9134, -1.6074, 2.6833], [-0.3432, -4.2988, 1.3505], [-2.7060, -5.0782, 1.1814], [-4.5438, -3.6201, 1.9637], [-4.0285, -1.3970, 2.9185], [-1.6602, -0.6407, 3.0967], [-6.0719, 1.8798, -2.1231], [-4.7779, 1.9845, -1.7256], [-4.3283, 1.1659, -0.7108], [-3.0023, 1.2794, -0.3131], [-2.1547, 2.1968, -0.9199], [-2.6419, 3.0044, -1.9388], [-3.9637, 2.9036, -2.3538], [-5.0051, 0.4588, -0.2502], [-2.6247, 0.6407, 0.4753], [-1.1222, 2.2747, -0.6075], [-1.9841, 3.7187, -2.4165], [-4.3615, 3.5193, -3.1493]],
  "forces_ev_per_angstrom": [[-0.04, -0.17, -0.05], [0.18, 0.19, -0.04], [-0.10, -0.01, -0.23], [-0.03, -0.13, 0.21], [0.17, -0.13, 0.10], [-0.06, 0.03, -0.05], [-0.09, 0.01, -0.01], [-0.12, 0.12, 0.08], [-0.12, -0.17, -0.11], [-0.04, 0.05, 0.03], [0.01, 0.08, -0.02], [0.32, -0.10, 0.00], [-0.14, 0.22, 0.18], [0.09, -0.17, -0.20], [0.07, 0.02, 0.16], [-0.01, 0.14, -0.12], [-0.08, 0.03, 0.13], [0.00, 0.03, -0.05], [-0.01, -0.03, -0.01], [-0.01, 0.01, 0.01], [0.00, 0.00, 0.00], [-0.01, -0.01, -0.01], [-0.02, 0.02, 0.01], [0.01, 0.02, 0.00], [0.00, 0.00, -0.01], [0.00, 0.00, 0.00], [0.00, 0.00, 0.01], [0.02, 0.01, -0.02], [-0.01, 0.00, 0.00], [0.00, 0.00, 0.00], [0.01, -0.01, 0.02], [0.01, 0.01, 0.01], [-0.02, 0.01, 0.04], [-0.01, 0.00, 0.02], [0.01, 0.02, -0.01], [0.00, -0.01, -0.01], [0.00, -0.02, 0.00], [0.02, -0.03, -0.05], [0.01, -0.01, -0.01], [-0.01, 0.00, 0.00]],
  "charge": -1,
  "lumo_ev": 2.48,
  "homo_lumo_gap_ha": 0.33004
}

***

{
  "formula": "C13H12F3N3O2",
  "method": "ωB97M-V/def2-TZVPD",
  "symbols": ["N", "N", "O", "O", "F", "F", "F", "C", "C", "C", "C", "N", "C", "C", "C", "C", "C", "C", "C", "C", "C", "H", "H", "H", "H", "H", "H", "H", "H", "H", "H", "H", "H"],
  "coordinates": [[-1.0436, -3.4421, -0.0920], [-0.5814, -2.8723, 2.9427], [-3.3881, -0.4339, -0.7795], [-2.5077, 0.7692, 3.1587], [0.9869, 2.2131, -3.4837], [-0.9537, 1.8829, -2.7143], [0.2773, 0.2491, -2.9909], [-1.1034, -2.2869, -0.3368], [-0.4958, -1.7294, 2.6731], [-2.4387, -0.3778, -0.0404], [-2.0078, 0.2131, 2.1778], [-2.8882, 0.0601, 1.1845], [0.3233, 1.5175, -2.5791], [-1.0397, -0.8444, -0.4217], [-0.5930, -0.3882, 2.0573], [2.1775, -0.5464, -0.6863], [2.3679, 0.9408, -0.9967], [1.4771, -0.9539, 0.5868], [0.1852, 1.2418, 0.1699], [1.0132, 1.6323, -1.0811], [0.0155, -0.2744, 0.5780], [-3.8199, 0.1076, 1.3775], [-1.0459, -0.5389, -1.4497], [0.1697, 0.0996, 2.6463], [1.6963, -1.0386, -1.4810], [3.1900, -1.0277, -0.5925], [2.8447, 0.9155, -1.9871], [2.9791, 1.3480, -0.1974], [1.3767, -1.9846, 0.7737], [1.9415, -0.6638, 1.4996], [-0.8425, 1.7335, -0.0572], [0.6205, 1.7665, 1.0886], [1.1072, 2.7128, -0.9471]],
  "forces_ev_per_angstrom": [[-0.31, 3.83, -1.13], [0.59, 3.36, -0.25], [0.48, -0.66, -2.64], [2.21, -0.67, -0.02], [0.89, 0.39, -0.01], [-0.53, 0.95, 1.12], [0.89, -1.18, -0.26], [0.57, -4.69, 0.97], [-1.45, -3.52, -0.57], [-3.88, 0.10, -0.07], [-1.69, 1.41, 3.75], [6.45, -1.36, -1.25], [0.05, -0.64, 1.78], [-0.53, 0.13, 1.52], [1.03, 0.29, -0.80], [2.29, -1.03, 1.35], [-0.62, -1.31, -0.79], [-2.80, 2.11, -0.49], [-1.93, 0.82, 0.71], [-0.69, 0.40, -0.63], [0.68, 0.12, -0.20], [-2.98, 0.47, 0.28], [0.83, 0.18, -0.53], [-0.36, 1.26, 0.37], [-0.61, -0.60, -1.23], [-0.68, 0.51, -0.47], [0.35, 0.64, 0.48], [0.17, 0.51, -0.25], [-0.21, -1.61, -0.60], [0.72, 1.01, 0.66], [1.32, -0.84, 0.91], [-0.45, -0.42, -1.38], [0.21, 0.03, -0.32]],
  "charge": 0,
  "lumo_ev": 0.20,
  "homo_lumo_gap_ha": 0.39634,
  "e_above_lowest_kcal_mol": 47.7
}

***

{
  "formula": "C13H12N2O4",
  "method": "ωB97M-V/def2-TZVPD",
  "symbols": ["C", "C", "O", "O", "C", "C", "C", "C", "C", "C", "C", "C", "O", "N", "C", "O", "H", "H", "H", "H", "H", "H", "H", "H", "H", "C", "C", "N", "H", "H", "H"],
  "coordinates": [[4.6798, -1.8896, 0.4668], [3.6784, -1.3567, -0.6336], [2.6446, -1.9549, -0.7331], [3.9848, -0.2881, -1.4776], [3.6377, 0.9844, -0.9084], [2.1525, 1.1087, -0.4418], [1.8369, 1.6674, 0.8830], [0.4229, 1.7401, 1.2735], [-0.5541, 1.2582, 0.3328], [-0.2689, 0.6805, -0.9907], [1.1255, 0.6365, -1.3714], [-1.5644, 0.2259, -1.7217], [-1.6312, -0.2065, -2.8317], [-2.5933, 0.4115, -0.7332], [-2.1008, 1.1996, 0.3899], [-2.9018, 1.6967, 1.1344], [4.3673, -1.5495, 1.4839], [5.7441, -1.6532, 0.2182], [4.5808, -3.0076, 0.4137], [4.3500, 1.3111, -0.0979], [3.7687, 1.7375, -1.7362], [2.6668, 1.9902, 1.5524], [0.1004, 2.1449, 2.2536], [1.4083, 0.2377, -2.3708], [-2.9811, -0.4820, -0.3884], [-6.5041, -0.8173, 1.1915], [-5.4261, -1.6797, 0.6574], [-4.5882, -2.3465, 0.2432], [-7.1651, -0.5084, 0.3826], [-7.0819, -1.3654, 1.9350], [-6.0714, 0.0682, 1.6567]],
  "forces_ev_per_angstrom": [[0.26, 0.00, -1.16], [0.01, -1.18, 1.13], [0.25, 0.58, -0.50], [-0.17, -0.24, 1.12], [-0.43, 1.61, -0.07], [-1.04, -0.13, 0.65], [-1.82, -1.15, -1.90], [0.71, -0.53, -1.78], [-0.11, -0.60, -1.48], [2.56, 1.49, 1.82], [-0.90, 0.57, 1.11], [1.56, 0.37, 1.91], [-0.43, 0.01, 0.33], [0.89, -0.46, -0.17], [0.10, -0.25, -0.17], [0.84, -0.14, 0.31], [0.35, -0.12, -0.91], [-0.90, 0.12, 0.47], [-0.04, 1.13, 0.19], [-0.69, -0.60, -0.56], [0.03, -0.91, 0.67], [-0.90, -0.29, -0.58], [0.29, -0.31, -0.83], [-0.10, 0.29, 0.98], [-0.42, 0.62, -0.57], [0.38, -0.31, -0.18], [-0.47, 0.40, 0.24], [0.04, 0.13, 0.02], [0.06, -0.03, 0.01], [0.06, -0.01, -0.05], [0.04, -0.06, -0.06]],
  "charge": 0,
  "lumo_ev": -0.40,
  "homo_lumo_gap_ha": 0.33798,
  "e_above_lowest_kcal_mol": 28.5
}